The following is a DFT calculation (wB97M-V/def2-TZVPD) of an isolated molecule of C18H21NO5S.

SMILES string: Cc1c(C(=O)O)oc2ccc(S(=O)(=O)NCCC3=CCCCC3)cc12
E_LUMO, Eh: -0.010
Relative energy (zero: lowest compared OMol25 entry of this formula, charge and spin), kcal per mole: 0.0
Orbital gap, eV: 8.82

XYZ file:
```
46
Properties=species:S:1:pos:R:3:forces:R:3:lowdin_charge:R:1
C -1.04855 -1.88472 2.39466 0.01 -0.08 0.09 0.003
C -1.57587 -2.30736 1.07628 -0.09 -0.95 -0.14 -0.115
C -1.80435 -3.58055 0.61403 0.22 1.05 0.46 -0.103
C -1.60013 -4.86320 1.28780 0.15 -0.38 0.39 -0.458
O -1.15872 -4.98751 2.40497 -0.04 0.15 -0.11 0.115
O -1.95778 -5.90418 0.52921 -0.21 -0.21 -0.48 0.138
H -1.81061 -6.73220 1.01254 0.08 0.28 0.15 0.138
O -2.29702 -3.58262 -0.66217 -0.16 -0.37 -0.34 0.128
C -2.39178 -2.30003 -1.04075 0.22 1.04 0.43 -0.183
C -2.84474 -1.81105 -2.26196 0.05 -0.22 0.06 0.038
C -2.84272 -0.44185 -2.42854 -0.06 -0.16 -0.09 -0.044
C -2.41640 0.40186 -1.40363 -0.01 0.81 0.02 -0.274
C -1.97725 -0.06415 -0.18893 -0.01 -0.19 0.15 0.012
C -1.95831 -1.44628 -0.00004 -0.27 -0.37 -0.68 -0.085
H -1.68050 0.63078 0.57895 0.07 0.07 0.16 0.117
S -2.37406 2.16987 -1.71253 0.13 -0.09 -0.37 0.646
O -3.39256 2.51250 -2.65804 0.05 -0.24 -0.20 -0.288
O -2.33685 2.84114 -0.44936 0.19 -0.24 0.11 -0.283
N -0.92569 2.41334 -2.50416 -0.89 0.08 0.19 -0.126
H -1.04130 2.18959 -3.47917 -0.10 -0.02 -0.20 0.107
C 0.28736 1.90130 -1.89796 0.31 -0.03 0.57 -0.221
H 1.07355 1.88581 -2.65628 -0.12 -0.02 0.02 0.131
C 0.71822 2.79835 -0.73071 0.27 -0.15 -0.14 -0.145
C 1.84352 2.17646 0.05003 -0.28 0.08 -0.12 -0.249
C 3.10376 2.55501 -0.11365 0.20 0.06 0.05 -0.055
C 4.27007 1.96081 0.61443 0.02 -0.21 0.01 -0.196
C 3.89974 0.64189 1.28548 0.05 0.20 0.17 -0.205
C 2.57307 0.79997 2.01806 -0.04 -0.24 -0.18 -0.196
C 1.46004 1.08400 1.01243 0.23 0.00 0.18 -0.167
H 1.23609 0.17138 0.44836 -0.12 -0.06 0.03 0.115
H 0.54785 1.37598 1.53856 -0.09 -0.03 -0.03 0.115
H 2.34305 -0.10244 2.58884 -0.02 0.04 0.07 0.103
H 2.64851 1.63273 2.71970 -0.02 0.03 0.09 0.120
H 3.80081 -0.13843 0.52776 0.03 -0.07 -0.03 0.117
H 4.68638 0.34047 1.97948 0.02 -0.06 -0.05 0.108
H 4.61502 2.67620 1.36885 0.10 0.00 -0.02 0.115
H 5.09746 1.81138 -0.08413 0.03 0.05 0.05 0.109
H 3.34013 3.35798 -0.79918 -0.11 0.17 -0.12 0.109
H 1.02315 3.76399 -1.13493 -0.04 0.05 0.00 0.122
H -0.14987 2.96048 -0.09170 0.13 0.07 0.04 0.093
H 0.13767 0.87093 -1.54298 0.16 0.06 -0.10 0.105
H -3.19157 0.01074 -3.34311 -0.08 -0.05 -0.16 0.115
H -3.18115 -2.48193 -3.03510 -0.05 -0.05 -0.12 0.124
H -0.11250 -1.34329 2.26449 0.09 0.07 0.03 0.077
H -0.87924 -2.75072 3.02644 0.03 0.07 0.08 0.075
H -1.75594 -1.21242 2.87766 -0.03 0.07 0.08 0.097
```
Positions in Å, forces in eV/Å.